86
Properties=species:S:1:pos:R:3 method="wB97M-V/def2-TZVPD" total_charge=+2 homo_energy_ev=-12.7 energy_ev=-99073.40317 homo_lumo_gap_ha=0.2454 de_lowest_kcal_mol=35.62
Ti -0.570 1.046 -1.780
C -4.152 0.663 -2.052
S -3.113 -0.565 -1.295
C -3.911 -1.987 -1.983
O -1.720 -0.542 -2.062
H -4.246 0.455 -3.116
H -3.735 1.646 -1.870
H -5.118 0.578 -1.546
H -4.862 -2.113 -1.458
H -3.267 -2.845 -1.790
H -4.064 -1.838 -3.052
C -0.414 4.190 0.044
C -0.315 2.876 -0.625
O -1.554 2.187 -0.793
N 0.714 2.255 -1.096
Te -0.298 -0.056 0.949
C -0.173 -1.755 2.231
C 0.991 -2.024 2.956
C 2.333 -1.379 2.732
C 0.903 -2.962 3.992
C -0.269 -3.624 4.305
C -0.342 -4.603 5.450
C -1.393 -3.362 3.523
C -1.374 -2.442 2.488
C -2.634 -2.242 1.691
C 0.760 1.349 2.109
C 2.039 1.818 1.778
C 2.877 1.383 0.599
C 2.623 2.758 2.630
C 1.997 3.218 3.777
C 2.663 4.220 4.688
C 0.731 2.719 4.077
C 0.087 1.796 3.267
C -1.277 1.305 3.698
H -0.934 4.060 0.995
H -1.002 4.873 -0.573
H 0.583 4.588 0.210
H 2.407 -0.914 1.757
H 3.123 -2.126 2.822
H 2.529 -0.602 3.475
H 1.801 -3.169 4.569
H 0.630 -4.741 5.921
H -0.699 -5.578 5.109
H -1.041 -4.251 6.211
H -2.317 -3.896 3.727
H -3.399 -2.952 2.002
H -2.443 -2.411 0.628
H -3.034 -1.232 1.809
H 2.382 0.638 -0.010
H 3.829 0.972 0.948
H 3.096 2.236 -0.046
H 3.615 3.128 2.382
H 3.651 4.500 4.322
H 2.776 3.810 5.694
H 2.060 5.127 4.775
H 0.228 3.061 4.978
H -1.634 1.883 4.548
H -1.243 0.254 4.002
H -2.013 1.389 2.901
S -1.349 2.227 -3.861
C -1.844 1.015 -5.005
N -1.191 -0.160 -5.100
C -1.489 -1.139 -5.985
C -2.511 -0.964 -6.867
C -3.214 0.245 -6.824
C -2.888 1.221 -5.904
H -0.412 -0.297 -4.466
H -0.872 -2.026 -5.943
H -2.751 -1.739 -7.581
H -4.023 0.419 -7.524
H -3.417 2.163 -5.863
N 2.992 -2.873 -0.637
C 3.696 -2.234 -1.607
O 4.784 -2.589 -2.002
C 3.041 -1.032 -2.240
C 3.849 -0.082 -2.855
C 3.264 0.989 -3.510
C 1.891 1.089 -3.511
N 1.094 0.184 -2.909
C 1.683 -0.866 -2.296
H 3.427 -3.666 -0.193
H 2.179 -2.472 -0.204
H 4.924 -0.218 -2.825
H 3.858 1.733 -4.024
H 1.395 1.914 -3.994
H 1.016 -1.610 -1.886